[1]
Entry from the Open Molecules 2025 dataset: a single C4H6N2 molecule at a distorted geometry (ωB97M-V/def2-TZVPD).

Structure (XYZ):
```
12
Properties=species:S:1:pos:R:3:nbo_charge:R:1
N 2.64 0.44 0.06 -0.31
C 1.59 -0.07 -0.06 0.27
C 0.33 -0.91 0.08 -0.32
N -0.74 -0.17 -0.63 -0.38
C -1.13 1.01 0.13 -0.27
C -1.98 -0.18 0.17 -0.27
H 0.55 -1.87 -0.37 0.24
H 0.03 -1.11 1.15 0.21
H -1.35 1.98 -0.43 0.23
H -0.50 1.05 1.03 0.19
H -1.94 -0.83 1.12 0.19
H -2.89 -0.28 -0.45 0.22
```

As for the spin multiplicity: 1. The calculation puts the frontier orbital gap at 11.09 eV. As for the max |F|: 2.9 eV/A. The relative energy (zero: lowest compared OMol25 entry of this formula, charge and spin) is 239.5 kJ/mol. The HOMO energy comes out at -10.23 eV. The calculation puts the total energy at -7223.109 eV. Its SMILES is N#CCN1CC1. As for the net charge: 0.

[2]
Entry from the Open Molecules 2025 dataset: a molecular structure, C22H6Br2Cl2F4N5OV at a distorted geometry (ωB97M-V/def2-TZVPD).

Structure (XYZ):
```
43
Properties=species:S:1:pos:R:3:nbo_charge:R:1
V -2.83 -1.50 -0.29 1.20
Br -5.37 -0.85 -0.03 0.25
C -5.72 -2.75 -0.23 -0.53
Br -4.11 -3.76 -0.21 0.35
H -6.26 -2.91 -1.10 0.26
H -6.32 -3.02 0.68 0.29
Cl 1.29 -5.54 0.14 0.19
C 0.79 -3.93 0.38 -0.09
C 1.78 -3.00 0.74 -0.25
C 1.66 -1.69 1.08 0.00
Cl 3.16 -1.15 1.69 0.13
C 0.54 -0.66 1.21 0.29
C 0.05 1.85 0.69 -0.19
C -1.31 1.88 1.13 -0.14
C -2.14 0.84 1.44 -0.07
N -2.03 -0.53 1.25 -0.48
C -0.80 -1.04 0.65 0.26
C -0.61 -3.72 0.11 0.59
O -1.42 -4.58 -0.18 -0.47
H 2.85 -3.35 0.73 0.30
H 1.97 0.83 0.62 0.29
H -1.69 2.88 1.34 0.28
H -3.15 0.91 1.88 0.24
F 2.01 0.88 -3.21 -0.27
C 1.78 1.24 -1.92 0.28
C 2.15 2.47 -1.57 0.45
F 2.59 3.20 -2.58 -0.25
C 1.95 3.20 -0.30 -0.17
C 0.77 3.01 0.54 0.60
C 0.93 0.66 0.38 -0.30
F 0.50 -0.34 2.56 -0.31
C 0.94 0.32 -1.11 0.09
C 0.13 -0.63 -1.61 -0.17
C -0.90 -1.29 -0.80 -0.06
N -1.10 -2.36 0.10 -0.44
C 0.06 -0.95 -2.96 0.22
N -0.25 -1.25 -4.02 -0.19
F 0.36 4.19 1.06 -0.28
C 2.84 4.15 0.07 -0.05
C 4.03 4.31 -0.76 0.21
N 4.97 4.24 -1.40 -0.14
C 2.90 4.74 1.35 0.20
N 2.99 5.01 2.46 -0.13
```

As for the expectation value of S²: 2.093. As for the spin multiplicity: 3. The calculation puts the frontier orbital gap (alpha / beta) at 4.97 / 5.08 eV. As for the max |F|: 2.7 eV/A. The relative energy (zero: lowest compared OMol25 entry of this formula, charge and spin) is 17.1 kJ/mol. The HOMO energy (alpha / beta) comes out at -14.64 / -14.71 eV. The calculation puts the total energy at -234068.839 eV. As for the net charge: +2.

[3]
Entry from the Open Molecules 2025 dataset: 2 unconnected molecules or ions with the total composition C2H2N2O at a distorted geometry (ωB97M-V/def2-TZVPD).

Structure (XYZ):
```
7
Properties=species:S:1:pos:R:3:nbo_charge:R:1
O 1.65 -0.43 0.25 -0.04
N 0.67 1.11 -0.21 -0.30
C -0.59 0.83 -0.29 -0.21
C -1.04 -0.32 -0.99 0.02
N 1.37 -1.49 -0.07 0.18
H -1.33 1.62 -0.09 0.20
H -0.70 -1.31 -0.67 0.14
```

As for the spin multiplicity: 1. The calculation puts the frontier orbital gap (alpha / beta) at 6.93 / 6.76 eV. As for the max |F|: 1.4 eV/A. The relative energy (zero: lowest compared OMol25 entry of this formula, charge and spin) is 921.8 kJ/mol. The HOMO energy (alpha / beta) comes out at -8.33 / -8.27 eV. The calculation puts the total energy at -7124.290 eV. As for the net charge: 0.

[4]
Entry from the Open Molecules 2025 dataset: 2 unconnected molecules or ions with the total composition C2H3N2O2 at a distorted geometry (ωB97M-V/def2-TZVPD).

Structure (XYZ):
```
9
Properties=species:S:1:pos:R:3:nbo_charge:R:1
C 1.74 1.05 -0.67 0.03
C -1.26 -0.32 0.77 -0.47
N 2.11 0.42 0.20 -0.32
N -0.41 -0.61 -0.15 0.41
O -0.36 -0.08 -1.30 -0.64
O 0.56 -1.31 0.20 -0.57
H 1.00 1.61 -1.15 0.23
H -1.21 -0.88 1.61 0.17
H -2.15 0.12 0.49 0.15
```

As for the spin multiplicity: 1. The calculation puts the frontier orbital gap at 7.52 eV. As for the max |F|: 3.1 eV/A. The relative energy (zero: lowest compared OMol25 entry of this formula, charge and spin) is 372.8 kJ/mol. The HOMO energy comes out at -2.93 eV. The calculation puts the total energy at -9193.840 eV. As for the net charge: -1.

- Which formula does entry 4 have?
  C2H3N2O2